Formula: C35H39N6O2
Source: the OMol25 dataset
Level of theory: wB97M-V/def2-TZVPD

frontier orbital gap	5.52	eV
LUMO	-3.989	eV
total charge	+1
HOMO level	-0.349	Ha
energy	-1835.949552	hartree

Positions of all 82 atoms, in Å:
C (-4.267250, 5.518088, 1.323280)
N (-3.833662, 4.136682, 1.209079)
C (-4.168203, 3.118225, 2.062045)
C (-3.532076, 1.920884, 1.631105)
C (-3.498998, 0.647402, 2.239976)
C (-3.686046, -0.613739, 1.609902)
C (-3.879496, -0.789831, 0.207456)
C (-3.898949, -2.052235, -0.369069)
C (-3.641625, -3.206169, 0.426709)
N (-3.389803, -4.410565, -0.156441)
C (-3.499975, -4.642769, -1.586150)
C (-3.285113, -3.382894, -2.402359)
C (-4.108267, -2.223596, -1.838840)
C (-3.198598, -5.624054, 0.615557)
C (-2.662154, -5.348189, 2.005363)
C (-3.516167, -4.289444, 2.699269)
C (-3.655383, -3.065626, 1.848468)
C (-3.710147, -1.801750, 2.406321)
C (-2.805374, 2.275868, 0.424821)
C (-1.919170, 1.564966, -0.362231)
C (-1.260693, 2.263996, -1.370921)
C (-1.294281, 3.659389, -1.460740)
C (-2.202634, 4.400726, -0.691443)
C (-2.969615, 3.670493, 0.211318)
H (-3.651000, 6.106218, 0.640377)
H (-5.327922, 5.647100, 1.061933)
H (-4.126394, 5.902268, 2.342482)
H (-4.834777, 3.267799, 2.903264)
H (-3.518381, 0.616792, 3.328179)
H (-4.029469, 0.072906, -0.438627)
H (-2.761588, -5.410315, -1.858115)
H (-4.493190, -5.066343, -1.821843)
H (-2.225662, -3.099220, -2.389575)
H (-3.562208, -3.585168, -3.440312)
H (-5.178081, -2.403791, -2.037077)
H (-3.841016, -1.300011, -2.364294)
H (-4.157701, -6.166089, 0.695849)
H (-2.514293, -6.273775, 0.053398)
H (-2.654773, -6.281283, 2.573155)
H (-1.630533, -4.980751, 1.952952)
H (-4.514766, -4.699957, 2.916726)
H (-3.061409, -4.025113, 3.660569)
H (-3.748757, -1.703669, 3.493364)
H (-1.741297, 0.506347, -0.188984)
H (-0.670886, 1.695062, -2.078190)
H (-0.585496, 4.170266, -2.104178)
H (-2.305115, 5.483379, -0.786629)
C (2.339553, 3.177237, -4.279215)
C (2.134002, 2.155735, -3.203757)
O (1.094865, 1.505932, -3.101369)
N (3.225524, 1.944573, -2.346555)
C (4.578264, 2.209299, -2.814560)
C (5.533242, 1.121684, -2.367463)
N (5.394492, 0.850072, -0.958742)
C (6.449876, 0.042872, -0.406218)
C (6.382285, 0.039896, 1.107192)
N (5.046110, -0.291094, 1.596059)
C (4.899365, -0.900072, 2.863237)
C (6.143266, -0.935886, 3.707775)
O (3.841647, -1.388254, 3.258741)
C (3.935169, 0.147178, 0.849847)
C (2.607493, 0.120158, 1.330570)
N (1.565268, 0.720206, 0.727344)
C (1.805438, 1.378902, -0.411160)
C (3.041090, 1.347908, -1.085331)
C (4.140526, 0.771040, -0.408236)
H (2.602819, 4.149141, -3.841541)
H (3.125026, 2.846634, -4.968853)
H (1.400735, 3.266781, -4.833469)
H (4.599503, 2.217498, -3.905492)
H (4.906011, 3.196605, -2.454141)
H (5.359621, 0.202997, -2.961145)
H (6.573692, 1.423936, -2.546642)
H (6.409439, -0.994098, -0.794539)
H (7.404501, 0.473035, -0.741459)
H (7.101067, -0.708959, 1.445124)
H (6.693620, 1.020528, 1.506056)
H (6.423886, 0.083183, 4.007346)
H (5.905513, -1.518381, 4.600479)
H (6.982952, -1.421879, 3.200835)
H (2.394669, -0.392962, 2.255481)
H (0.977863, 1.940049, -0.823095)

Force components x, y, z for each atom (eV/Å):
-0.22 0.32 0.12
-0.47 -0.81 0.66
1.35 -0.28 -0.78
-0.02 1.02 -0.32
-1.88 -1.19 -0.24
0.34 0.88 0.50
-0.05 -1.12 -0.44
0.18 1.31 0.24
0.30 -0.62 -0.17
-0.28 0.88 0.44
-0.22 -0.05 -0.57
0.18 0.22 0.10
-0.30 0.00 -0.61
-0.11 -0.51 0.34
0.12 0.23 0.06
-0.27 -0.37 0.45
0.18 0.83 0.45
0.38 -0.62 -0.36
-0.16 0.74 0.22
0.15 0.31 -0.70
0.11 -0.62 0.27
-0.81 0.40 0.31
0.37 -0.36 -0.33
-0.05 -0.54 0.70
-0.25 0.02 0.21
0.35 -0.16 -0.06
0.08 -0.23 -0.27
0.13 0.09 -0.16
-0.03 0.00 -0.03
0.08 -0.18 0.17
-0.17 0.24 0.09
0.21 0.08 0.18
-0.12 -0.12 0.01
0.07 0.06 0.12
0.23 0.02 0.05
-0.12 -0.12 0.11
0.18 0.14 -0.09
-0.14 0.19 0.15
0.01 0.12 -0.02
-0.09 -0.12 -0.09
0.20 0.02 -0.03
-0.16 -0.02 -0.15
0.24 -0.05 -0.26
0.04 0.23 -0.24
0.17 0.22 0.18
-0.31 -0.06 -0.21
0.23 -0.38 0.03
-0.28 0.14 -0.33
-0.10 -1.40 0.44
0.99 0.95 -0.18
-0.82 0.19 -0.74
0.21 0.59 0.13
-0.06 -0.37 -0.03
0.69 0.31 -0.15
-0.11 -0.22 -0.12
0.29 0.35 0.15
-0.06 -0.84 0.98
-0.78 -0.47 -0.66
0.04 -0.21 0.42
1.33 0.71 -0.42
-1.26 0.74 -0.44
0.09 0.08 -0.25
0.97 0.32 -0.27
0.48 -0.39 -0.03
-0.24 -0.53 1.27
-0.62 -0.22 0.01
0.11 -0.24 -0.19
-0.23 0.29 0.06
0.24 0.00 0.10
-0.02 0.09 0.24
0.11 -0.25 -0.07
-0.04 0.21 0.09
-0.28 0.07 -0.06
-0.05 0.19 0.15
-0.15 -0.15 0.24
-0.18 0.20 0.01
-0.02 -0.23 -0.20
0.09 -0.25 -0.15
0.03 0.18 -0.13
-0.14 0.19 0.19
-0.03 0.08 -0.18
0.18 -0.19 0.05